# 1
187
Properties=species:S:1:pos:R:3:mulliken_charge:R:1 method="wB97M-V/def2-TZVPD" orbital_gap_ha=0.2642 homo_ev=-8.27 e_lumo_ev=-1.08 energy_ha=-4782.198512 smiles="O=C1c2ccccc2C(=O)c2ccccc21.O=C1c2ccccc2C(=O)c2ccccc21.O=C1c2ccccc2C(=O)c2ccccc21.O=C1c2ccccc2C(=O)c2ccccc21.O=C1c2ccccc2C(=O)c2ccccc21.CCN(CC)CC.CC(N)=O.CC(N)=O.CC(N)=O.CC(N)=O.CC(N)=O" mol_weight_g_mol=1437.613
C 1.010 2.685 -10.766 -1.226
C 0.681 1.170 -11.093 -0.526
N 0.881 0.269 -9.917 0.148
C 1.104 -1.154 -10.163 -0.439
C 1.979 -1.700 -8.983 -1.125
C -0.035 0.538 -8.772 -0.644
C -1.426 -0.113 -8.984 -1.156
H 1.731 2.850 -9.966 0.296
H 0.128 3.235 -10.438 0.308
H 1.364 3.276 -11.611 0.388
H -0.248 1.084 -11.657 0.323
H 1.354 0.921 -11.913 0.390
H 0.170 -1.710 -10.241 0.258
H 1.728 -1.253 -11.052 0.404
H 1.339 -1.861 -8.116 0.301
H 2.686 -2.520 -9.108 0.396
H 2.672 -0.994 -8.526 0.225
H -0.062 1.602 -8.537 0.426
H 0.484 0.174 -7.885 0.283
H -1.845 0.139 -9.958 0.291
H -2.111 0.192 -8.192 0.379
H -1.427 -1.197 -9.095 0.304
O -0.196 -9.776 -4.725 -0.651
C -1.214 -10.156 -5.313 0.621
N -2.165 -9.290 -5.559 -0.336
C -1.535 -11.593 -5.890 -0.844
H -3.032 -9.441 -6.055 0.188
H -2.001 -8.405 -5.102 0.221
H -1.309 -12.399 -5.192 0.267
H -0.765 -11.737 -6.648 0.251
H -2.466 -11.675 -6.450 0.283
O -8.668 -1.193 -1.245 -0.634
C -8.708 -0.636 -0.128 0.636
N -8.271 -1.161 1.031 -0.348
C -9.424 0.666 -0.087 -0.869
H -7.836 -2.070 1.098 0.220
H -8.302 -0.626 1.888 0.184
H -8.758 1.437 -0.475 0.243
H -9.653 0.988 0.928 0.299
H -10.328 0.759 -0.690 0.270
O 6.385 3.414 1.713 -0.635
C 7.488 3.001 1.352 0.633
N 7.969 3.299 0.165 -0.393
C 8.387 2.234 2.288 -0.971
H 7.247 3.807 -0.325 0.264
H 8.639 2.789 -0.392 0.228
H 8.258 2.449 3.349 0.290
H 9.385 2.640 2.123 0.318
H 8.436 1.162 2.096 0.267
O 4.535 3.617 -4.768 -0.632
C 4.228 2.536 -5.143 0.642
N 4.104 2.244 -6.370 -0.267
C 4.046 1.350 -4.249 -0.972
H 4.423 2.867 -7.098 0.215
H 3.615 1.421 -6.694 0.136
H 4.298 0.388 -4.694 0.336
H 3.043 1.406 -3.825 0.241
H 4.816 1.325 -3.478 0.295
O -6.594 -6.171 -7.353 -0.654
C -7.828 -6.224 -7.369 0.641
N -8.454 -7.325 -7.193 -0.343
C -8.591 -4.948 -7.580 -0.932
H -8.056 -8.252 -7.158 0.241
H -9.438 -7.371 -7.418 0.201
H -8.894 -4.561 -6.607 0.261
H -9.489 -5.053 -8.189 0.317
H -7.956 -4.159 -7.984 0.268
C 10.123 6.337 9.417 -0.621
C 9.277 5.330 9.089 -0.346
C 8.942 4.333 10.021 -0.408
C 9.442 4.374 11.294 0.248
C 10.324 5.445 11.706 0.086
C 10.602 6.458 10.775 -0.417
C 10.867 5.500 13.112 0.499
O 11.674 6.407 13.415 -0.648
C 10.554 4.322 14.104 0.305
C 11.063 4.323 15.450 -0.605
C 10.543 3.409 16.352 -0.450
C 9.760 2.376 15.871 -0.455
C 9.351 2.322 14.597 -0.634
C 9.691 3.328 13.668 0.467
C 9.121 3.314 12.254 0.449
O 8.565 2.234 11.921 -0.654
H 10.254 7.199 8.779 0.357
H 8.789 5.396 8.128 0.371
H 8.218 3.573 9.767 0.458
H 11.160 7.347 11.031 0.452
H 11.819 5.011 15.798 0.421
H 10.882 3.420 17.378 0.368
H 9.367 1.745 16.655 0.357
H 8.646 1.539 14.360 0.400
C -4.660 5.328 8.921 -0.516
C -5.249 5.214 7.639 -0.501
C -5.612 4.018 7.067 -0.606
C -5.262 2.843 7.683 0.395
C -4.555 2.886 8.966 0.428
C -4.288 4.133 9.579 -0.661
C -3.964 1.624 9.591 0.438
O -3.656 1.601 10.769 -0.594
C -3.824 0.454 8.637 0.451
C -2.846 -0.526 8.909 -0.826
C -2.516 -1.499 7.912 -0.558
C -3.127 -1.419 6.707 -0.456
C -4.193 -0.557 6.407 -0.606
C -4.478 0.405 7.340 0.741
C -5.452 1.528 6.983 0.200
O -6.252 1.298 6.108 -0.604
H -4.710 6.309 9.370 0.383
H -5.550 6.149 7.188 0.352
H -6.153 3.766 6.167 0.487
H -3.834 4.210 10.555 0.432
H -2.071 -0.440 9.656 0.348
H -1.820 -2.287 8.158 0.434
H -2.821 -2.122 5.946 0.381
H -4.534 -0.668 5.389 0.458
C -0.139 2.171 4.094 -0.730
C 1.110 1.600 4.205 -0.474
C 1.564 0.662 3.308 -0.598
C 0.808 0.200 2.208 0.287
C -0.519 0.772 2.100 0.055
C -0.922 1.706 3.064 -0.340
C -1.426 0.469 0.866 0.591
O -2.482 1.122 0.513 -0.646
C -1.041 -0.712 -0.009 0.213
C -1.856 -1.182 -1.036 -0.488
C -1.405 -2.144 -1.939 -0.634
C -0.090 -2.650 -1.850 -0.494
C 0.755 -2.165 -0.844 -0.710
C 0.279 -1.285 0.080 0.451
C 1.221 -0.896 1.271 0.647
O 2.343 -1.379 1.441 -0.694
H -0.498 2.977 4.716 0.466
H 1.744 1.753 5.065 0.376
H 2.535 0.230 3.503 0.485
H -1.899 2.149 2.932 0.478
H -2.903 -0.924 -1.084 0.452
H -2.137 -2.709 -2.497 0.380
H 0.266 -3.317 -2.622 0.410
H 1.684 -2.644 -0.574 0.517
C 5.943 -6.586 -0.887 -0.754
C 7.164 -5.972 -1.108 -0.319
C 7.980 -5.516 -0.073 -0.519
C 7.599 -5.498 1.230 0.519
C 6.292 -5.951 1.457 0.445
C 5.541 -6.559 0.407 -0.534
C 5.660 -5.857 2.792 0.380
O 4.525 -6.387 3.000 -0.678
C 6.397 -5.056 3.893 -0.140
C 5.818 -4.732 5.179 -0.349
C 6.486 -4.030 6.156 -0.838
C 7.736 -3.555 5.802 -0.161
C 8.340 -3.775 4.593 -0.751
C 7.708 -4.565 3.655 0.665
C 8.373 -4.879 2.321 0.297
O 9.511 -4.542 2.118 -0.629
H 5.413 -6.983 -1.740 0.433
H 7.562 -5.788 -2.095 0.370
H 8.865 -5.018 -0.442 0.395
H 4.578 -6.993 0.631 0.460
H 4.832 -5.134 5.362 0.471
H 5.990 -3.790 7.085 0.406
H 8.240 -2.854 6.451 0.353
H 9.341 -3.426 4.386 0.482
C -13.867 3.769 -10.466 -0.329
C -13.297 4.796 -11.157 -0.588
C -11.946 5.010 -11.015 -0.439
C -11.144 4.194 -10.230 0.100
C -11.748 3.040 -9.653 0.690
C -13.115 2.875 -9.692 -0.690
C -11.000 2.029 -8.822 0.432
O -11.483 1.017 -8.482 -0.560
C -9.692 2.639 -8.395 0.397
C -9.115 2.157 -7.183 -0.679
C -7.950 2.630 -6.654 -0.578
C -7.282 3.697 -7.354 -0.517
C -7.813 4.162 -8.509 -0.467
C -9.008 3.679 -9.050 0.283
C -9.653 4.426 -10.200 0.295
O -9.103 5.266 -10.815 -0.578
H -14.936 3.702 -10.606 0.354
H -13.887 5.465 -11.765 0.404
H -11.533 5.766 -11.666 0.398
H -13.675 2.129 -9.148 0.419
H -9.520 1.393 -6.536 0.387
H -7.447 2.157 -5.823 0.427
H -6.467 4.251 -6.912 0.391
H -7.338 4.888 -9.152 0.448

# 2
74
Properties=species:S:1:pos:R:3:lowdin_spin:R:1 method="wB97M-V/def2-TZVPD" orbital_gap_ha="0.2944 / 0.2999" s2=2.02 multiplicity=3 homo_ev="-11.78 / -11.75" e_lumo_ev="-3.77 / -3.58" energy_ha=-4187.772149 charge=+1 mol_weight_g_mol=717.641
V 0.343 0.071 -0.102 1.954
O -1.934 2.297 1.225 -0.008
S -1.151 1.110 1.538 0.003
C -2.220 -0.183 2.141 0.001
C -3.460 0.173 2.643 0.000
C -4.261 -0.813 3.196 0.000
C -3.810 -2.127 3.253 -0.001
C -2.578 -2.472 2.718 0.000
C -1.777 -1.502 2.120 0.000
P -0.205 -1.921 1.304 0.013
C -0.527 -3.208 0.080 0.005
C -1.804 -3.647 -0.251 0.001
C -1.973 -4.558 -1.283 0.000
C -0.875 -5.029 -1.987 0.001
C 0.398 -4.574 -1.675 0.000
C 0.572 -3.655 -0.656 0.002
C 0.781 -2.645 2.651 0.001
C 1.451 -3.857 2.524 -0.001
C 2.208 -4.345 3.582 0.000
C 2.298 -3.630 4.767 -0.001
C 1.625 -2.422 4.899 0.000
C 0.872 -1.930 3.846 -0.001
C -0.176 1.463 3.013 0.004
C -0.800 1.685 4.232 0.001
C -0.039 2.082 5.318 0.000
C 1.331 2.279 5.180 0.001
C 1.947 2.071 3.957 -0.001
C 1.199 1.643 2.863 0.002
P 1.931 1.356 1.231 0.000
C 2.702 2.867 0.658 0.000
C 4.042 3.148 0.913 -0.001
C 4.582 4.344 0.467 0.000
C 3.788 5.247 -0.227 -0.001
C 2.454 4.960 -0.487 0.000
C 1.905 3.765 -0.052 0.000
C 3.140 0.022 1.313 -0.001
C 3.477 -0.516 0.064 0.001
C 4.289 -1.638 -0.010 0.001
C 4.764 -2.222 1.156 -0.001
C 4.429 -1.690 2.394 0.000
C 3.610 -0.574 2.479 0.000
H -3.785 1.205 2.583 0.000
H -5.236 -0.557 3.590 0.000
H -4.430 -2.891 3.702 0.000
H -2.244 -3.502 2.746 0.000
H -2.673 -3.266 0.267 0.000
H -2.969 -4.891 -1.543 0.000
H -1.013 -5.736 -2.794 0.000
H 1.253 -4.917 -2.242 0.000
H 1.565 -3.267 -0.448 0.000
H 1.374 -4.435 1.614 0.000
H 2.716 -5.294 3.479 0.000
H 2.881 -4.019 5.592 0.000
H 1.676 -1.868 5.828 0.000
H 0.337 -0.994 3.968 0.000
H -1.870 1.555 4.329 0.000
H -0.516 2.256 6.273 0.000
H 1.917 2.608 6.028 0.000
H 3.010 2.253 3.847 0.000
H 4.662 2.435 1.443 0.000
H 5.623 4.568 0.656 0.000
H 4.214 6.178 -0.578 0.000
H 1.844 5.660 -1.042 0.000
H 0.873 3.524 -0.282 0.000
H 3.127 -0.046 -0.854 0.002
H 4.552 -2.047 -0.976 0.000
H 5.401 -3.096 1.100 0.000
H 4.800 -2.149 3.301 0.000
H 3.334 -0.183 3.448 0.000
O -1.143 0.242 -3.501 0.005
S -0.588 0.263 -2.207 0.014
O 0.083 1.500 -1.690 0.006
O 0.518 -0.770 -1.886 0.012
O -1.503 -0.065 -1.025 -0.014

# 3
19
Properties=species:S:1:pos:R:3:nbo_charge:R:1 method="wB97M-V/def2-TZVPD" orbital_gap_ha=0.1756 homo_ev=-1.59 e_lumo_ev=3.18 energy_ha=-762.706524 charge=-1 mol_weight_g_mol=144.219 e_above_lowest_kcal_mol=60.08
C 3.468 -0.299 -0.181 0.465
C -0.233 0.724 1.182 -0.477
C 0.664 1.864 0.523 -0.198
C -0.038 0.043 -0.251 -0.009
C -1.994 -1.499 -0.276 -0.614
C -1.313 -0.357 -1.111 -0.422
N 0.800 1.111 -0.683 -0.797
O 4.192 0.591 -0.448 -0.499
S 2.782 -1.641 0.299 -0.074
H 0.159 0.048 1.865 0.185
H -1.159 1.120 1.437 0.173
H 0.165 2.910 0.354 0.118
H 1.640 1.931 1.083 0.121
H 0.338 -1.027 -0.261 0.099
H -2.983 -1.601 -0.671 0.187
H -2.043 -1.407 0.731 0.196
H -1.535 -2.513 -0.459 0.184
H -2.060 0.562 -1.138 0.160
H -0.848 -0.559 -1.995 0.202

# 4
108
Properties=species:S:1:pos:R:3:mulliken_charge:R:1 method="wB97M-V/def2-TZVPD" orbital_gap_ha=0.0900 homo_ev=1.00 e_lumo_ev=3.44 energy_ha=-5594.908161 charge=-2 mol_weight_g_mol=988.360 e_above_lowest_kcal_mol=18.47
Rb -0.727 0.261 0.586 0.379
C 2.540 -0.283 2.831 -1.013
O 1.295 0.399 2.938 0.285
C 1.107 1.213 3.962 0.175
C 1.993 1.395 4.995 -0.498
C 1.646 2.278 6.020 -0.745
Br 2.880 2.540 7.457 -0.301
C 0.461 2.954 6.037 -0.601
C -0.453 2.771 4.986 1.238
C -0.133 1.909 3.938 -0.315
O -0.895 1.668 2.889 0.075
C -1.740 3.458 4.976 -0.126
N -2.631 3.321 4.041 -0.206
C -3.705 4.112 4.401 -0.020
C -4.919 4.316 3.756 -0.691
C -5.825 5.176 4.354 -0.509
C -5.536 5.821 5.567 -0.350
C -4.332 5.622 6.219 -1.042
C -3.429 4.757 5.613 0.615
N -2.164 4.317 5.955 -0.034
H 2.675 -0.978 3.662 0.470
H 3.375 0.427 2.798 0.432
H 2.496 -0.833 1.897 -0.035
H 2.934 0.869 5.025 0.567
H 0.239 3.624 6.856 0.402
H -1.769 2.124 2.963 0.575
H -5.123 3.801 2.824 0.497
H -6.781 5.354 3.878 0.384
H -6.270 6.487 6.005 0.363
H -4.112 6.119 7.157 0.353
H -1.647 4.566 6.776 0.185
N -1.818 2.522 -1.599 -0.351
C -3.151 2.443 -0.977 -0.378
C -3.207 1.151 -0.142 0.023
O -3.272 0.078 -0.797 -0.606
O -3.120 1.271 1.102 -0.661
H -1.736 3.344 -2.177 0.216
H -1.678 1.713 -2.203 0.077
H -3.970 2.422 -1.704 0.297
H -3.281 3.294 -0.309 0.294
O 2.106 -2.602 -0.900 -0.785
C 2.345 -1.431 -1.139 -0.693
N 3.312 -1.041 -2.071 0.485
C 3.483 0.382 -2.085 2.065
C 2.354 0.780 -1.046 0.161
O 2.121 1.954 -0.743 -0.751
N 1.761 -0.322 -0.572 0.701
C 4.880 0.834 -1.629 -0.268
C 5.083 2.080 -1.033 -0.108
C 6.363 2.500 -0.690 -0.936
C 7.465 1.693 -0.942 -0.310
C 7.271 0.452 -1.533 -0.906
C 5.990 0.030 -1.870 -0.258
C 3.223 0.997 -3.471 -0.539
C 3.452 0.244 -4.620 -0.197
C 3.292 0.799 -5.885 -0.806
C 2.895 2.122 -6.020 -0.374
C 2.651 2.875 -4.879 -0.899
C 2.816 2.322 -3.615 -0.097
H 3.953 -1.718 -2.437 0.254
H 4.220 2.701 -0.823 0.482
H 6.498 3.468 -0.216 0.374
H 8.463 2.024 -0.679 0.372
H 8.119 -0.193 -1.733 0.365
H 5.866 -0.944 -2.330 0.245
H 3.743 -0.796 -4.528 0.266
H 3.472 0.191 -6.765 0.374
H 2.768 2.558 -7.004 0.380
H 2.317 3.904 -4.972 0.374
H 2.598 2.902 -2.726 0.392
C -2.790 -3.297 1.548 -1.378
C -1.439 -3.611 2.212 1.645
C -1.513 -5.077 2.730 -1.806
C -1.092 -2.562 3.245 -1.224
H -2.980 -3.931 0.663 0.287
H -2.824 -2.248 1.251 0.296
H -3.605 -3.471 2.267 0.378
H -0.656 -3.600 1.439 -0.183
H -2.207 -5.119 3.576 0.316
H -0.531 -5.398 3.086 0.363
H -1.859 -5.797 1.950 0.335
H -0.046 -2.513 3.586 0.152
H -1.846 -2.389 4.030 0.042
N -0.967 -0.543 -3.096 -0.068
S -1.213 -1.754 -4.032 -0.202
C -2.735 -2.623 -3.603 0.245
C -3.498 -2.160 -2.548 -0.327
C -4.700 -2.804 -2.260 -0.740
C -5.127 -3.875 -3.028 -0.456
C -4.355 -4.318 -4.102 -0.549
C -3.157 -3.687 -4.395 -0.250
C -0.092 -3.157 -3.763 0.355
C -0.304 -4.178 -2.849 -0.088
C 0.621 -5.206 -2.752 -0.619
C 1.748 -5.214 -3.561 -0.417
C 1.973 -4.175 -4.456 -0.453
C 1.051 -3.141 -4.556 -0.666
H -1.052 -0.728 -2.092 -0.175
H -3.164 -1.319 -1.943 0.854
H -5.294 -2.457 -1.422 0.452
H -6.059 -4.375 -2.792 0.361
H -4.684 -5.159 -4.700 0.360
H -2.541 -4.025 -5.224 0.372
H -1.172 -4.166 -2.201 0.556
H 0.469 -5.991 -2.023 0.397
H 2.465 -6.023 -3.478 0.351
H 2.868 -4.168 -5.071 0.382
H 1.211 -2.309 -5.238 0.323

# 5
9
Properties=species:S:1:pos:R:3:nbo_charge:R:1 method="wB97M-V/def2-TZVPD" orbital_gap_ha=0.3772 homo_ev=-10.24 e_lumo_ev=0.03 energy_ha=-777.029521 smiles="O=C=NCl.N#CN" mol_weight_g_mol=119.511 e_above_lowest_kcal_mol=36.85
C 1.318 -0.347 0.392 0.404
C 2.918 1.719 -1.728 0.814
N 2.196 -0.223 1.117 -0.399
N 0.407 -0.583 -0.512 -0.853
N 3.501 2.311 -0.845 -0.565
O 2.612 1.498 -2.832 -0.487
Cl 3.467 2.218 0.846 0.246
H 0.160 -1.542 -0.511 0.414
H 0.215 0.020 -1.297 0.426

# 6
55
Properties=species:S:1:pos:R:3:lowdin_spin:R:1 method="wB97M-V/def2-TZVPD" orbital_gap_ha="0.2428 / 0.2647" s2=12.01 multiplicity=7 homo_ev="-14.86 / -15.39" e_lumo_ev="-8.25 / -8.18" energy_ha=-4410.866674 charge=+2 mol_weight_g_mol=583.318 e_above_lowest_kcal_mol=16.46
V -0.708 -0.268 -1.610 2.848
V -1.969 2.116 1.481 2.926
C 1.265 -3.189 -3.318 0.001
F 2.039 -3.582 -2.325 0.000
F 1.579 -3.837 -4.399 0.001
F -0.003 -3.400 -3.006 0.002
S 1.622 -1.367 -3.595 0.007
O 2.962 -1.318 -4.086 0.001
O 0.622 -0.860 -4.500 0.003
N 1.242 -0.697 -2.029 0.029
S 2.652 -0.071 -1.592 0.006
O 3.729 -1.037 -1.552 0.001
O 2.917 1.213 -2.183 0.005
C 2.433 0.307 0.253 0.001
F 1.757 -0.661 0.900 0.002
F 3.650 0.381 0.763 0.000
F 1.808 1.485 0.418 0.001
O -1.108 0.626 0.245 0.047
H -0.562 0.190 0.909 0.006
C -1.253 -1.299 3.287 0.001
C -2.603 -0.606 3.010 0.003
O -2.448 0.819 3.281 0.020
H -0.485 -0.985 2.578 0.000
H -1.288 -2.370 3.075 0.000
H -0.997 -1.114 4.328 0.000
H -3.413 -1.016 3.609 0.000
H -2.840 -0.723 1.953 0.001
H -2.452 0.912 4.244 0.000
C 0.232 -3.576 0.300 0.001
C -1.254 -3.512 -0.125 0.002
O -1.552 -2.170 -0.574 0.025
H 0.626 -4.561 0.061 0.000
H 0.344 -3.393 1.367 0.000
H 0.776 -2.856 -0.307 0.000
H -1.915 -3.882 0.658 0.000
H -1.334 -4.206 -0.965 0.000
H -2.516 -2.176 -0.687 0.002
C 0.067 3.441 4.607 0.001
C 0.673 2.517 3.567 0.001
O -0.036 2.675 2.308 0.022
H -1.019 3.310 4.635 0.000
H 0.290 4.478 4.339 0.000
H 0.414 3.309 5.630 0.000
H 0.600 1.503 3.965 0.000
H 1.722 2.710 3.347 0.000
H 0.341 3.470 1.898 0.003
C -1.065 2.768 -4.524 0.001
C 0.092 2.414 -3.615 0.002
O -0.364 1.829 -2.352 0.026
H -0.748 3.591 -5.170 0.000
H -1.932 3.250 -4.052 0.000
H -1.478 1.936 -5.090 0.000
H 0.802 3.234 -3.487 0.000
H 0.768 1.657 -4.018 0.000
H -0.681 2.589 -1.852 0.001